9
Properties=species:S:1:pos:R:3 method="wB97M-V/def2-TZVPD" energy_ev=-4677.995
C 0.3716 0.2713 0.2410
C 1.5613 -0.5699 -0.0409
C -1.5694 0.4250 -0.0085
N 1.4087 0.9665 0.0754
H 2.0134 -1.1872 0.7902
H 1.8191 -0.8519 -1.0079
H -1.7489 -0.2892 -0.8700
H -1.7737 1.4389 0.0692
H -2.0821 -0.2036 0.7516

9
Properties=species:S:1:pos:R:3 method="wB97M-V/def2-TZVPD" multiplicity=3 s2=2.015 energy_ev=-4675.165
C -0.7716 -0.7160 1.3798
C -0.6284 0.4355 0.7785
C 0.3741 0.3986 -1.5314
N 1.4043 -0.2537 -1.5117
H -0.8439 -0.7695 2.4407
H -1.0509 -1.6041 0.9741
H -0.3205 1.3962 0.9855
H -0.2559 1.2356 -1.9608
H 2.2231 -0.2390 -2.1289

10
Properties=species:S:1:pos:R:3 method="wB97M-V/def2-TZVPD" total_charge=+1 energy_ev=-6156.549
C 3.4898 -0.1079 -0.8593
C 2.3776 -0.4897 -0.9856
C -1.2347 -0.3222 0.4496
N -2.4528 0.2447 0.0750
N -0.0650 0.1302 0.6461
H 4.4632 0.2373 -0.5384
H -1.2371 -1.3783 0.5687
H -3.2713 -0.4014 0.2423
H -2.4338 1.1283 -0.4184
H 0.3640 0.9591 0.8200

10
Properties=species:S:1:pos:R:3 method="wB97M-V/def2-TZVPD" total_charge=+1 energy_ev=-6159.218
C 2.1966 0.7168 -0.1190
C -0.9819 -0.1392 0.1637
C 1.4060 -0.3741 -0.4804
N 2.2711 -0.2390 0.7138
N -2.2747 -0.2388 -0.0150
H 2.3324 1.7953 -0.1118
H -0.7658 0.2333 1.2911
H 1.3597 -1.1806 -1.2613
H -2.8550 -0.0555 0.7399
H -2.6884 -0.5184 -0.9209

For the records above, the corresponding energy above the lowest of the compared OMol25 structures with the same formula, charge and spin values read 372.66, 219.47, 901.53, 644.02 kJ/mol.